[1]
{
  "formula": "C17H34Br4O5",
  "method": "wB97M-V/def2-TZVPD",
  "spin_multiplicity": 1,
  "e_homo_ev": -9.5,
  "smiles": "CCOC(C)=O.CC(C)=O.CC(C)=O.CC(C)=O.BrCCBr.BrCCBr",
  "de_lowest_ev": 0.0000,
  "symbols": ["Br", "Br", "Br", "Br", "O", "O", "O", "O", "O", "C", "C", "C", "C", "C", "C", "C", "C", "C", "C", "C", "C", "C", "C", "C", "C", "C", "H", "H", "H", "H", "H", "H", "H", "H", "H", "H", "H", "H", "H", "H", "H", "H", "H", "H", "H", "H", "H", "H", "H", "H", "H", "H", "H", "H", "H", "H", "H", "H", "H", "H"],
  "coordinates": [[0.2490, -6.3167, 3.5031], [2.2591, -3.7713, -1.4799], [5.1158, -0.1681, -0.6429], [-3.4299, -3.6512, 2.8714], [0.3315, 0.6250, -2.2511], [-0.8363, -1.2155, 1.6775], [-4.6825, 2.9587, 0.8136], [1.9904, 0.1601, -3.6842], [-0.3522, 5.5888, -1.4955], [-1.3745, -5.3055, 3.9357], [1.5710, 0.7887, -2.7446], [3.2735, -2.0926, -1.6625], [-4.9209, 0.8718, -0.2810], [0.4679, 4.8759, -0.9640], [1.9171, 5.2724, -0.8948], [4.3291, -1.9702, -0.5911], [0.3461, -0.9680, 1.5599], [2.4196, 1.7293, -1.9400], [-1.5497, -4.2370, 2.8743], [1.3584, -2.0476, 1.8852], [-1.6761, -0.5871, -1.9871], [-3.3016, 1.2821, 1.7209], [0.8339, 0.4048, 1.1668], [-4.3782, 1.7923, 0.7655], [-0.5940, -0.1972, -2.9804], [0.0213, 3.6017, -0.2791], [-0.9066, 3.7614, 0.2704], [1.9291, 2.6728, -2.1781], [-3.0293, 2.0590, 2.4368], [2.5192, -1.3106, -1.6587], [3.9339, -2.2760, 0.3771], [-1.2087, -4.5546, 1.8958], [2.3641, 4.8130, -1.7854], [2.0226, 6.3464, -1.0181], [3.7424, -2.0198, -2.6427], [-0.9956, 0.4290, -3.7804], [2.4548, 4.8712, -0.0402], [-2.4400, -1.1606, -2.5226], [1.0363, 0.3787, 0.0907], [1.3295, -2.3655, 2.9232], [-0.1747, 2.8281, -1.0243], [-2.1913, 0.3335, -1.7137], [-0.9501, -3.3725, 3.1438], [1.2464, -2.8866, 1.1994], [5.1371, -2.6821, -0.7512], [-2.3465, 1.0871, 1.2258], [2.4982, 1.4219, -0.9008], [-4.3190, -0.0192, -0.4476], [-0.1368, -1.0623, -3.4609], [-1.3093, -1.2239, -1.1872], [-1.2888, -4.9453, 4.9547], [-4.8181, 1.4703, -1.1898], [0.7463, 3.2117, 0.4366], [0.0291, 1.1173, 1.3184], [-5.9523, 0.6260, -0.0368], [1.7650, 0.6220, 1.6864], [2.3504, -1.6345, 1.6737], [-3.6364, 0.3840, 2.2395], [3.4263, 1.6520, -2.3343], [-2.2150, -5.9954, 3.9049]],
  "forces_ev_per_a": [[-0.14, 0.12, 0.24], [0.46, 0.38, -0.14], [-0.26, -0.67, 0.31], [0.59, -0.14, -0.17], [0.42, 0.31, 0.15], [0.10, 0.20, -0.26], [-0.54, 0.11, -0.19], [-0.25, 0.19, -0.29], [0.23, -0.13, -0.22], [-0.40, -0.51, -0.52], [0.53, -1.39, 0.09], [-0.03, 0.31, -0.40], [0.39, 0.25, -0.45], [-0.69, 0.47, 0.87], [0.15, -0.36, -0.80], [-0.04, -0.77, 0.10], [-0.62, -0.42, 0.81], [-0.28, -0.40, -0.87], [0.26, 0.50, 0.86], [0.92, 0.72, -0.89], [-0.41, 0.07, -1.31], [0.00, 0.28, 0.15], [-0.11, -0.71, -0.34], [1.57, 0.24, 0.88], [-0.51, -0.12, -0.05], [0.07, -0.34, 0.20], [-0.08, 0.22, -0.20], [0.51, 0.41, 0.78], [-0.49, 0.03, 0.11], [0.07, -0.06, 0.40], [0.00, 0.82, 0.18], [-0.54, -0.16, -0.15], [0.20, 0.09, 0.07], [-0.01, 0.02, 0.19], [-0.20, -0.43, -0.07], [-0.10, -0.09, 0.01], [-0.09, 0.12, 0.15], [0.13, -0.11, -0.02], [0.02, -0.01, 0.10], [-0.23, -0.04, 0.03], [0.01, -0.01, 0.00], [0.16, -0.14, 0.77], [-0.22, 0.20, -0.14], [-0.27, -0.15, 0.21], [0.12, 0.24, -0.33], [-0.33, -0.48, -0.41], [-0.51, 0.51, 0.13], [-0.10, -0.17, 0.41], [0.40, 0.11, 0.29], [0.01, 0.39, 0.32], [0.16, 0.25, -0.09], [-0.65, -0.16, -0.13], [0.16, 0.06, -0.19], [0.16, 0.16, 0.19], [-0.07, -0.02, -0.30], [-0.07, 0.33, 0.05], [0.05, -0.18, 0.28], [0.21, -0.13, -0.05], [-0.02, 0.36, -0.26], [0.24, -0.22, -0.05]]
}


[2]
{
  "formula": "C17H34ClCsF3GeN2O8S",
  "method": "wB97M-V/def2-TZVPD",
  "spin_multiplicity": 2,
  "e_homo_ev": [-1.9, -1.9],
  "de_lowest_ev": 0.0827,
  "charge": -2,
  "symbols": ["Cs", "Ge", "Cl", "S", "F", "F", "F", "O", "O", "O", "O", "O", "O", "O", "O", "N", "N", "C", "C", "C", "C", "C", "C", "C", "C", "C", "C", "C", "C", "C", "C", "C", "C", "C", "H", "H", "H", "H", "H", "H", "H", "H", "H", "H", "H", "H", "H", "H", "H", "H", "H", "H", "H", "H", "H", "H", "H", "H", "H", "H", "H", "H", "H", "H", "H", "H", "H", "H"],
  "coordinates": [[1.4593, -0.7676, 0.1976], [-1.1309, 1.7162, 1.5279], [0.5762, -3.8839, 1.0880], [4.5488, 0.0645, -0.2758], [5.9546, -0.4431, -2.4315], [5.6153, 1.6583, -2.0584], [4.0074, 0.4184, -2.8062], [3.8868, -1.2214, -0.4328], [5.7937, 0.0425, 0.4501], [-1.6149, -0.0659, 1.7366], [-0.8137, 1.5417, -0.3332], [3.6377, 1.1533, 0.0337], [0.6528, 1.3623, 2.0553], [-1.3026, -4.8604, -1.1214], [0.6058, -0.9678, -4.9874], [-1.4425, -3.8227, -2.0335], [0.4846, -1.8572, -4.1527], [-2.8225, -0.6821, 1.3339], [1.0042, -3.9988, -2.2969], [-4.0348, 0.1680, 1.7291], [5.0597, 0.4444, -1.9765], [0.4017, 2.2386, 4.3240], [-2.8251, -0.9138, -0.1805], [1.0866, 1.2220, 3.4018], [-1.8512, -1.5977, -3.7226], [2.5902, 1.4752, 3.4164], [-2.8753, -2.0254, 2.0503], [0.7904, -0.1943, 3.9147], [-0.5380, -2.2804, -3.5040], [-0.5061, 2.6124, -1.2027], [1.0012, 2.8480, -1.2378], [-0.9829, 2.1925, -2.5911], [-0.3483, -3.4087, -2.5525], [-1.2171, 3.9115, -0.8045], [2.9987, 1.3171, 4.4202], [-0.6296, -4.6013, -0.4332], [1.2102, -4.0090, -1.2276], [1.3817, 2.9899, -0.2222], [-1.8322, -0.6057, -3.2639], [1.3589, -0.9440, 3.3563], [1.5182, 1.9852, -1.6656], [-2.6447, -2.1787, -3.2640], [-2.0347, -1.6197, -0.4520], [-0.4812, 1.2669, -2.8872], [-3.7820, -1.3367, -0.5106], [0.5296, 3.2495, 3.9259], [1.0118, -5.0343, -2.6445], [-1.0597, 4.6783, -1.5717], [-4.0513, 1.1142, 1.1794], [-2.9253, -1.8661, 3.1329], [-0.7610, 2.9590, -3.3423], [1.2503, 3.7274, -1.8428], [-0.8449, 4.2941, 0.1491], [0.8368, 2.1927, 5.3289], [1.7848, -3.4402, -2.8108], [-3.7531, -2.6036, 1.7371], [-0.6718, 2.0452, 4.4047], [-2.2903, 3.7343, -0.6916], [-4.9673, -0.3681, 1.5217], [-2.0620, 2.0121, -2.5757], [-2.6405, 0.0250, -0.7076], [-3.9885, 0.4016, 2.7971], [1.0516, -0.2873, 4.9741], [-2.0288, -1.4699, -4.7916], [3.1067, 0.8118, 2.7181], [2.8020, 2.5006, 3.0999], [-1.9743, -2.6031, 1.8275], [-0.2694, -0.4158, 3.7744]],
  "forces_ev_per_a": [[-2.46, -0.07, 0.35], [-0.20, 0.29, 0.19], [-0.07, -0.17, 0.11], [0.32, 0.14, 0.37], [0.12, -0.08, -0.11], [0.12, 0.19, -0.09], [-0.04, 0.05, -0.14], [1.61, -0.13, -0.33], [-0.01, 0.04, 0.02], [0.00, -0.20, -0.14], [0.27, 0.06, -0.02], [0.43, -0.15, -0.05], [0.02, 0.04, 0.27], [-0.19, -0.06, -0.23], [0.02, 0.20, -0.18], [0.19, -0.11, 0.18], [-0.01, -0.30, 0.25], [0.20, 0.14, -0.06], [0.03, 0.15, -0.18], [-0.04, 0.07, 0.03], [-0.07, -0.03, -0.21], [-0.03, 0.06, 0.03], [0.00, -0.02, -0.08], [-0.21, -0.01, -0.23], [-0.14, 0.02, 0.10], [0.11, 0.05, -0.06], [-0.06, -0.13, 0.10], [-0.07, 0.04, -0.12], [0.34, -0.16, 0.11], [-0.07, -0.11, 0.11], [0.12, 0.02, 0.11], [-0.05, -0.04, -0.12], [-0.28, 0.23, -0.18], [-0.04, 0.06, 0.02], [0.01, 0.02, -0.03], [0.06, 0.12, 0.07], [0.09, 0.00, 0.05], [-0.01, -0.01, -0.08], [-0.01, -0.04, 0.00], [-0.03, 0.04, 0.04], [-0.01, 0.04, 0.05], [-0.03, 0.00, -0.01], [-0.04, 0.03, 0.04], [-0.02, 0.06, 0.02], [0.06, -0.02, 0.03], [0.01, -0.05, 0.02], [-0.02, -0.01, 0.02], [-0.01, -0.04, 0.03], [0.03, -0.05, 0.02], [0.00, -0.01, -0.05], [-0.01, -0.04, 0.04], [0.01, -0.04, 0.02], [0.00, -0.04, -0.06], [-0.01, 0.01, -0.05], [-0.03, 0.00, -0.02], [0.05, 0.02, 0.03], [0.07, -0.02, -0.03], [0.03, 0.01, -0.02], [0.03, 0.01, 0.01], [0.03, 0.01, -0.01], [-0.03, -0.04, 0.07], [-0.01, -0.02, -0.05], [0.02, -0.01, -0.02], [0.00, -0.01, -0.02], [-0.07, 0.03, 0.06], [-0.01, -0.05, 0.02], [-0.05, 0.04, 0.00], [0.06, -0.03, 0.03]]
}


[3]
{
  "formula": "C17H34F6N6O4PSTa",
  "method": "wB97M-V/def2-TZVPD",
  "spin_multiplicity": 1,
  "e_homo_ev": -13.6,
  "de_lowest_ev": 2.2877,
  "charge": 2,
  "symbols": ["Ta", "S", "P", "F", "F", "F", "F", "F", "F", "O", "O", "O", "O", "N", "N", "N", "N", "N", "N", "C", "C", "C", "C", "C", "C", "C", "C", "C", "C", "C", "C", "C", "C", "C", "C", "C", "H", "H", "H", "H", "H", "H", "H", "H", "H", "H", "H", "H", "H", "H", "H", "H", "H", "H", "H", "H", "H", "H", "H", "H", "H", "H", "H", "H", "H", "H", "H", "H", "H", "H"],
  "coordinates": [[-0.0848, -0.0051, 0.1117], [-1.1871, 1.1034, 1.8353], [0.8683, 1.9342, -2.9099], [-0.7767, -2.0326, 3.3527], [1.0659, -4.1746, 0.3010], [0.3486, -3.8614, 3.6644], [-0.9837, -3.6851, 1.9735], [2.7441, -2.8122, 0.3645], [2.4873, -4.2967, 1.9228], [0.4490, -1.5678, 0.9680], [0.3075, 1.6437, -1.5568], [1.3542, 1.3236, 0.5087], [-0.6585, -0.5949, -1.3728], [-0.3435, 2.2182, -3.9840], [1.7979, 0.6956, -3.4618], [1.4045, 1.8131, 1.7802], [-2.2675, -3.1482, -0.7865], [1.8302, 3.2795, -2.8395], [-1.6001, -5.6887, -3.5418], [-1.4535, 1.2764, -4.0591], [1.4733, 3.0146, 4.1947], [2.5444, 2.4436, 2.1419], [1.9960, -1.6655, 2.8607], [1.8439, -3.4515, 1.1226], [-0.2064, 3.1192, -5.1212], [-0.1102, -3.0196, 2.7418], [1.9388, 0.3941, -4.8823], [0.3170, 2.3987, 3.7755], [2.6023, 3.0462, 3.3664], [1.0393, -2.4068, 1.9245], [-2.3349, -5.0187, -2.3928], [2.8631, 0.1951, -2.6066], [2.9179, 3.5325, -3.7758], [1.2954, 4.4704, -2.1822], [-1.5900, -3.7798, -1.8841], [0.2661, 1.7975, 2.5179], [-1.1975, 3.4762, -5.4013], [-3.1660, -2.7620, -1.0425], [0.7984, 5.1480, -2.8840], [2.7664, -1.1684, 2.2738], [2.5533, 0.2617, -1.5633], [-2.4270, -5.7721, -1.6129], [3.3311, 2.4073, 1.4043], [-0.6647, -5.9842, -3.2542], [0.2392, 2.6390, -5.9990], [0.5794, 4.1749, -1.4185], [2.2459, -0.6463, -4.9873], [-2.3762, 1.8224, -4.2610], [-1.4798, -3.0468, -2.6880], [2.1130, 5.0169, -1.7094], [-0.5768, 2.3896, 4.3830], [-0.5820, -4.0644, -1.5722], [2.4621, -2.3778, 3.5374], [-1.3150, 0.5392, -4.8593], [1.4546, -0.9296, 3.4504], [1.5024, 3.4938, 5.1635], [-1.4932, -5.0485, -4.3310], [3.6098, 4.2398, -3.3179], [-3.3246, -4.7665, -2.7690], [0.3939, 3.9845, -4.8544], [-1.5493, 0.7494, -3.1125], [3.0781, -0.8428, -2.8598], [3.5118, 3.5431, 3.6692], [-2.3686, -3.7387, 0.0271], [0.9850, 0.5230, -5.3886], [2.5843, 3.9611, -4.7260], [3.4686, 2.6178, -3.9848], [3.7908, 0.7724, -2.6965], [2.6879, 1.0170, -5.3809], [-2.0988, -6.5154, -3.8763]],
  "forces_ev_per_a": [[1.59, 0.65, -2.66], [-1.71, 1.11, 1.37], [0.08, 0.63, -0.44], [-0.04, -0.06, 0.02], [0.01, 0.05, -0.05], [0.00, 0.05, 0.01], [0.00, 0.05, 0.04], [0.01, -0.05, -0.04], [0.01, 0.03, -0.03], [0.63, -0.78, 0.80], [-0.24, -0.17, 0.67], [1.30, 0.67, 1.45], [-1.48, -1.32, -0.71], [0.09, -0.13, 0.07], [0.08, -0.16, -0.07], [-0.20, 0.00, -0.55], [-0.15, -0.03, 0.15], [-0.23, -0.13, 0.07], [0.03, 0.07, 0.04], [-0.02, -0.02, -0.03], [0.22, 0.07, -0.04], [-0.29, -0.28, 0.12], [-0.13, -0.10, -0.13], [-0.11, -0.15, 0.13], [-0.02, 0.00, 0.00], [-0.02, -0.18, 0.01], [-0.02, 0.07, 0.06], [-0.20, -0.15, -0.11], [-0.06, 0.04, 0.16], [0.18, 0.44, -0.21], [-0.01, 0.00, -0.01], [0.05, 0.16, 0.06], [0.03, -0.03, 0.00], [0.02, -0.01, -0.03], [-0.01, -0.05, -0.11], [0.51, -0.09, -0.13], [0.00, 0.02, 0.01], [0.01, 0.02, 0.00], [0.01, -0.01, -0.01], [0.02, -0.04, -0.02], [0.04, -0.09, 0.01], [-0.03, 0.00, 0.01], [0.03, 0.01, 0.03], [0.01, 0.00, 0.00], [-0.02, -0.01, 0.01], [-0.01, 0.01, 0.01], [-0.03, -0.03, -0.02], [0.00, 0.01, 0.02], [0.02, 0.00, -0.02], [-0.01, -0.01, 0.02], [0.02, -0.01, 0.02], [0.02, 0.01, 0.04], [0.07, 0.06, 0.05], [0.01, 0.02, -0.01], [-0.09, 0.02, -0.01], [0.01, 0.00, 0.00], [0.01, 0.00, -0.01], [0.02, -0.02, 0.01], [-0.01, -0.02, 0.02], [0.01, 0.00, -0.01], [0.00, -0.03, -0.02], [-0.03, -0.04, 0.07], [-0.01, 0.02, 0.01], [0.02, -0.04, 0.00], [0.02, 0.00, -0.02], [-0.01, 0.02, 0.02], [-0.02, 0.00, -0.01], [0.01, -0.05, -0.08], [0.01, -0.02, 0.00], [0.00, 0.00, 0.00]]
}


[4]
{
  "formula": "C17H34FeN5S3Se",
  "method": "wB97M-V/def2-TZVPD",
  "spin_multiplicity": 1,
  "e_homo_ev": [-10.0, -10.0],
  "charge": 1,
  "symbols": ["Se", "Fe", "S", "S", "S", "N", "N", "N", "N", "N", "C", "C", "C", "C", "C", "C", "C", "C", "C", "C", "C", "C", "C", "C", "C", "C", "C", "H", "H", "H", "H", "H", "H", "H", "H", "H", "H", "H", "H", "H", "H", "H", "H", "H", "H", "H", "H", "H", "H", "H", "H", "H", "H", "H", "H", "H", "H", "H", "H", "H", "H"],
  "coordinates": [[0.5413, 0.8854, -2.5439], [-0.1320, -0.5982, -0.7317], [0.9143, 0.2780, 2.7349], [-1.7745, 1.1103, 0.7222], [-2.0580, 1.0680, 4.5741], [2.3040, 5.2583, -2.6608], [-1.9488, -0.7347, -1.7498], [-0.7868, -1.9696, 0.5936], [0.2417, -2.3986, -1.8653], [1.8740, -0.9334, -0.2493], [1.6651, -2.3033, -2.2437], [1.8401, 3.1100, -3.6335], [-0.0454, -3.5838, -1.0246], [1.2272, 2.6614, -2.4677], [0.7134, 1.8252, 1.8122], [1.1640, 3.5531, -1.4084], [-2.7614, 0.0299, 3.2553], [-2.0493, -1.9587, -2.5652], [-3.0568, 0.8010, 1.9719], [1.7113, 4.8199, -1.5535], [-0.6504, -2.3152, -3.0346], [-0.5664, 0.1948, 5.0853], [0.7210, 0.7284, 4.4732], [2.3515, 4.3971, -3.6780], [-0.7068, 2.3173, 1.5554], [2.4844, -2.0623, -0.9952], [-0.0560, -3.2352, 0.4530], [-2.1182, -0.8327, 3.0829], [-2.7143, -1.8410, -3.4211], [2.8298, 4.7504, -4.5856], [0.6876, 3.2926, -0.4800], [-0.4742, -4.0495, 1.0469], [-0.6752, -1.5817, 1.5288], [2.4993, -2.9401, -0.3531], [3.5216, -1.8603, -1.2605], [1.2735, 2.5956, 2.3455], [2.2508, -0.0659, -0.6282], [0.9460, -3.0563, 0.8285], [-1.1742, 2.5707, 2.5043], [-3.8269, 0.2711, 1.4041], [-1.0252, -3.9703, -1.3024], [-0.6937, 3.2091, 0.9342], [2.1282, -0.9498, 0.7347], [2.0119, -3.1851, -2.7934], [-0.6881, -0.8647, 4.8573], [-3.7128, -0.3455, 3.6347], [-2.4798, -2.7453, -1.9442], [-1.8335, 0.0814, -2.3555], [1.6648, 5.5219, -0.7267], [-0.2747, -1.5039, -3.6608], [-0.5187, 0.2763, 6.1721], [-3.4807, 1.7755, 2.2179], [1.9194, 2.4657, -4.4986], [1.7569, -1.4359, -2.8967], [0.6644, -4.3915, -1.2253], [-1.7807, -2.1171, 0.4436], [-2.7996, -0.5710, -1.2215], [1.2363, 1.6541, 0.8681], [0.7818, 1.8138, 4.5570], [-0.6428, -3.2297, -3.6367], [1.5801, 0.3142, 5.0037]],
  "forces_ev_per_a": [[-0.07, 0.17, -0.35], [-0.59, -1.33, -0.22], [-0.07, -0.10, -0.27], [0.50, 0.36, 0.13], [-0.10, 0.10, 0.02], [-0.09, -0.16, 0.05], [-0.10, 0.45, -0.05], [-0.15, -0.08, 0.44], [0.22, 0.42, 0.05], [0.16, 0.69, 0.25], [-0.07, -0.04, -0.09], [0.07, 0.14, -0.01], [0.05, -0.17, -0.11], [0.11, -0.01, -0.10], [0.04, 0.04, 0.03], [-0.01, -0.01, 0.02], [0.05, -0.02, -0.07], [0.04, -0.02, -0.03], [-0.16, -0.21, -0.08], [0.07, 0.10, -0.06], [-0.03, 0.03, -0.03], [0.09, -0.10, 0.00], [0.02, 0.05, 0.13], [0.02, 0.01, -0.02], [0.03, -0.12, 0.28], [0.01, 0.00, 0.07], [0.06, 0.13, -0.01], [0.05, 0.06, 0.02], [0.00, 0.07, -0.02], [-0.01, 0.02, 0.03], [-0.04, -0.06, 0.06], [-0.12, -0.01, -0.06], [0.01, -0.01, 0.00], [0.02, -0.05, -0.02], [0.01, 0.09, -0.01], [0.02, 0.04, -0.07], [0.06, -0.05, 0.01], [0.04, -0.06, 0.06], [-0.10, 0.02, -0.05], [-0.03, 0.00, 0.05], [-0.01, -0.02, 0.02], [0.06, 0.08, 0.00], [0.11, -0.10, -0.01], [-0.05, -0.10, 0.11], [0.01, -0.01, 0.05], [-0.01, -0.03, -0.04], [0.01, -0.04, -0.03], [-0.09, -0.02, -0.01], [0.00, 0.00, -0.01], [-0.01, -0.03, -0.05], [0.00, 0.06, -0.01], [-0.02, 0.01, -0.06], [0.00, 0.00, 0.00], [0.05, -0.06, -0.04], [0.05, 0.05, -0.04], [-0.02, -0.04, 0.12], [-0.05, -0.05, -0.07], [-0.04, -0.01, 0.00], [-0.03, -0.01, 0.01], [-0.02, -0.07, 0.09], [0.00, -0.01, -0.02]]
}